Entry 1:
Here is the molecule C6H15NO2 in a non-equilibrium geometry from the OMol25 dataset. Energies are from the ωB97M-V functional and the def2-TZVPD basis.

E_tot in hartree: -442.680061
E_HOMO in eV: -8.842
Structure (SMILES): CC[C@@H](C)[C@@H](O)N(C)O
Energy relative to the best compared isomer or geometry (same formula, charge and spin) in kcal per mole: 126.2
LUMO level in eV: 0.88

Cartesian coordinates (Å):
C -1.912 0.623 -1.590
C -0.423 0.917 -1.471
C 0.553 -0.226 -0.881
C 1.995 -0.147 -1.374
C 0.571 0.075 0.754
O 0.147 1.333 1.005
N -0.224 -0.984 1.408
C 0.175 -1.183 2.794
O -1.593 -0.598 1.394
H -2.122 -0.116 -2.361
H -2.451 1.539 -1.833
H -2.293 0.228 -0.651
H 0.014 0.219 -2.308
H 0.001 1.890 -1.717
H 0.115 -1.223 -0.952
H 2.404 0.844 -1.177
H 2.061 -0.326 -2.446
H 2.604 -0.894 -0.868
H 1.615 -0.072 1.055
H -0.441 1.556 -0.005
H 0.132 -0.256 3.383
H 1.191 -1.576 2.806
H -0.494 -1.918 3.237
H -1.625 0.292 1.798

---

Entry 2:
Here is a cluster of 2 separate species, CHClN2O2S in total in a non-equilibrium geometry from the OMol25 dataset. Energies are from the ωB97M-V functional and the def2-TZVPD basis.

E_tot in hartree: -1156.863608
E_HOMO in eV: -9.688
Energy relative to the best compared isomer or geometry (same formula, charge and spin) in kcal per mole: 95.0
LUMO level in eV: -1.81

Cartesian coordinates (Å):
C -0.807 -2.082 -1.243
N -0.576 -2.798 -2.120
N 0.503 -0.728 0.830
O -1.093 2.006 0.567
O 1.368 1.961 0.525
S 0.158 2.602 1.018
Cl -0.870 -0.853 -0.076
H 1.318 -0.108 0.498

---

Entry 3:
Here is a cluster of 15 separate species, C30H22Cl56F2NSSi in total in a non-equilibrium geometry from the OMol25 dataset. Energies are from the ωB97M-V functional and the def2-TZVPD basis.

E_tot in hartree: -27868.834069
E_HOMO in eV: -2.921
Charge: -1
LUMO level in eV: 0.99

Cartesian coordinates (Å):
C -0.850 -4.199 -6.044
C 0.567 -3.425 -6.274
C 1.051 -2.738 -4.868
C 1.800 -1.374 -5.271
N 3.283 -1.593 -4.949
C 3.836 -2.107 -6.006
S 4.803 -2.966 -7.054
C 1.344 -0.131 -4.386
F 2.322 0.915 -4.415
F 0.153 0.417 -5.041
C 0.971 -0.443 -2.869
C 2.093 -1.229 -2.039
Si 1.989 -0.942 -0.122
C 0.635 -2.110 0.601
C 1.628 0.921 0.292
C 3.759 -1.422 0.532
C 4.340 -2.736 -0.075
C 5.749 -3.243 0.317
C 6.565 -2.423 1.352
C 5.965 -1.091 1.974
C 4.553 -0.564 1.547
H -1.727 -3.671 -6.576
H -1.153 -4.222 -4.928
H -0.782 -5.311 -6.356
H 0.320 -2.538 -6.957
H 1.367 -4.088 -6.741
H 1.826 -3.437 -4.401
H 0.096 -2.606 -4.258
H -0.026 -0.988 -2.751
H 0.834 0.584 -2.347
H 1.857 -2.359 -2.166
H 3.160 -1.099 -2.436
H 0.974 -3.199 0.658
H -0.319 -2.085 -0.064
H 0.315 -1.803 1.654
H 0.503 1.139 0.230
H 2.226 1.580 -0.439
H 1.997 1.110 1.365
H 3.732 -3.344 -0.825
H 6.133 -4.207 -0.146
H 7.599 -2.832 1.630
H 6.555 -0.480 2.740
H 4.104 0.382 1.972
C -2.460 0.093 -2.469
Cl -2.757 -1.226 -3.619
Cl -1.622 -0.545 -1.038
Cl -1.454 1.336 -3.239
Cl -4.008 0.807 -1.965
C 6.161 -6.079 -2.699
Cl 6.767 -4.537 -3.334
Cl 6.726 -7.410 -3.731
Cl 6.765 -6.316 -1.042
Cl 4.385 -6.055 -2.683
C 10.308 -0.249 0.557
Cl 10.390 -1.139 -0.978
Cl 8.763 -0.597 1.361
Cl 11.652 -0.754 1.607
Cl 10.431 1.495 0.238
C -5.082 1.599 -5.904
Cl -5.756 0.353 -4.831
Cl -3.357 1.284 -6.172
Cl -5.940 1.562 -7.461
Cl -5.283 3.197 -5.154
C 2.226 4.034 2.657
Cl 3.166 2.530 2.562
Cl 1.785 4.558 1.019
Cl 0.751 3.752 3.611
Cl 3.201 5.298 3.440
C 2.626 8.368 -0.518
Cl 2.789 7.161 -1.811
Cl 3.831 9.653 -0.751
Cl 0.995 9.070 -0.566
Cl 2.888 7.587 1.055
C -1.887 -5.557 0.076
Cl -0.421 -5.759 1.058
Cl -3.318 -5.915 1.068
Cl -1.980 -3.884 -0.515
Cl -1.831 -6.670 -1.307
C -0.322 1.302 6.488
Cl -0.386 0.355 4.975
Cl 1.368 1.719 6.840
Cl -1.265 2.800 6.342
Cl -0.978 0.319 7.815
C -9.443 -2.157 -4.908
Cl -9.761 -3.472 -6.059
Cl -8.576 -2.802 -3.498
Cl -8.448 -0.912 -5.689
Cl -10.988 -1.437 -4.389
C 3.322 5.102 8.407
Cl 4.797 4.194 8.801
Cl 2.745 4.624 6.797
Cl 2.068 4.747 9.615
Cl 3.677 6.843 8.417
C -4.322 2.490 3.101
Cl -2.846 1.666 3.652
Cl -4.786 1.851 1.511
Cl -5.633 2.201 4.264
Cl -4.018 4.233 2.971
C -7.217 1.797 8.179
Cl -7.878 0.549 9.257
Cl -5.493 1.481 7.894
Cl -8.090 1.765 6.631
Cl -7.410 3.394 8.933
C -10.964 -2.832 0.009
Cl -9.990 -4.311 0.150
Cl -11.279 -2.492 -1.706
Cl -12.507 -3.055 0.864
Cl -10.080 -1.470 0.729
C -2.125 7.271 5.877
Cl -2.563 5.576 6.177
Cl -2.278 7.624 4.143
Cl -3.210 8.335 6.797
Cl -0.447 7.548 6.392

---

Entry 4:
Here is a cluster of 8 separate species, C38H80Cl2F2N3O17P2S7 in total in a non-equilibrium geometry from the OMol25 dataset. Energies are from the ωB97M-V functional and the def2-TZVPD basis.

E_tot in hartree: -7529.057215
E_HOMO in eV: -10.082
Charge: +1
LUMO level in eV: -2.72

Cartesian coordinates (Å):
C -3.759 -4.621 0.215
C -2.512 -3.926 -0.318
O -1.429 -4.189 0.621
P 0.046 -4.222 0.072
O 0.411 -5.412 -0.708
C 1.079 -4.040 1.537
C 0.516 -3.345 2.794
C -0.193 -1.977 2.664
N 0.719 -0.763 2.757
C 2.098 -0.944 2.224
C 0.045 0.456 2.131
C 0.100 0.444 0.601
C 1.146 1.336 -0.063
C 0.966 1.251 -1.600
C 0.421 2.556 -2.176
C -0.224 2.410 -3.561
O 0.416 3.296 -4.491
C 1.141 2.629 -5.466
C 2.452 2.090 -4.974
O 0.710 2.516 -6.576
O 0.765 1.612 2.566
C 0.729 1.810 3.851
N 0.747 1.904 5.003
C -1.454 0.454 2.532
Cl -2.098 2.080 2.417
C -1.717 -0.256 3.857
C -3.103 -0.022 4.497
C -3.016 0.951 5.639
O -3.103 0.636 6.785
F -2.806 2.213 5.293
C -1.319 -1.784 3.735
C -0.738 -2.054 5.120
O 0.462 -2.105 5.280
N -1.641 -2.187 6.197
C -0.971 -2.652 7.369
O -0.898 -3.775 7.712
F -0.461 -1.639 8.066
P -2.674 -3.054 3.147
O -3.667 -3.203 4.416
Cl -3.820 -1.856 1.909
O 0.204 -2.870 -0.763
C 1.457 -2.718 -1.483
C 1.190 -2.854 -2.964
H -4.153 -5.321 -0.514
H -4.513 -3.865 0.422
H -3.521 -5.138 1.140
H -2.254 -4.263 -1.319
H -2.673 -2.854 -0.361
H 2.002 -3.601 1.168
H 1.341 -5.056 1.823
H -0.213 -4.015 3.241
H 1.320 -3.291 3.519
H -0.658 -1.948 1.680
H 0.845 -0.616 3.769
H 2.653 -1.605 2.879
H 2.599 0.016 2.212
H 2.078 -1.350 1.223
H 0.233 -0.570 0.241
H -0.870 0.772 0.235
H 0.995 2.374 0.214
H 2.161 1.040 0.191
H 1.940 1.073 -2.051
H 0.280 0.443 -1.854
H -0.316 2.979 -1.490
H 1.216 3.294 -2.260
H -0.182 1.384 -3.929
H -1.262 2.725 -3.524
H 2.245 1.080 -4.619
H 2.780 2.676 -4.120
H 3.183 2.075 -5.769
H -1.953 -0.115 1.757
H -0.999 0.156 4.569
H -3.811 0.343 3.759
H -3.491 -0.921 4.952
H -2.058 -1.276 6.412
H -4.551 -2.846 4.239
H 1.893 -1.756 -1.217
H 2.179 -3.483 -1.196
H 0.652 -1.983 -3.329
H 2.116 -2.998 -3.510
H 0.573 -3.737 -3.071
C 4.731 7.064 -3.814
S 3.343 5.927 -3.768
O 3.847 4.657 -3.160
C 3.247 5.663 -5.534
H 4.983 7.324 -2.788
H 5.579 6.579 -4.296
H 4.441 7.960 -4.362
H 4.198 5.279 -5.900
H 3.004 6.596 -6.038
H 2.458 4.939 -5.719
C -4.784 7.024 1.427
S -4.056 5.392 1.261
O -5.070 4.516 0.621
C -4.070 4.985 3.012
H -4.904 7.432 0.426
H -5.756 6.937 1.912
H -4.117 7.661 2.007
H -5.088 5.037 3.398
H -3.416 5.664 3.559
H -3.701 3.965 3.085
C -7.228 -4.405 4.806
S -5.973 -4.280 3.530
O -6.246 -3.029 2.768
C -6.570 -5.650 2.535
H -7.059 -3.601 5.519
H -8.213 -4.298 4.354
H -7.135 -5.367 5.309
H -7.604 -5.463 2.249
H -6.489 -6.573 3.109
H -5.945 -5.714 1.648
C -0.542 -7.260 -3.645
S 0.806 -6.390 -4.446
O 0.266 -5.075 -4.889
C 0.887 -7.432 -5.906
H -0.758 -6.728 -2.720
H -1.412 -7.259 -4.302
H -0.230 -8.279 -3.417
H -0.078 -7.422 -6.412
H 1.159 -8.445 -5.611
H 1.653 -7.022 -6.561
C 3.643 5.383 -10.660
S 3.090 6.844 -9.777
O 3.460 6.640 -8.348
C 1.334 6.495 -9.905
H 4.731 5.385 -10.652
H 3.268 4.492 -10.155
H 3.283 5.425 -11.688
H 1.125 5.525 -9.454
H 1.040 6.505 -10.954
H 0.803 7.277 -9.367
C 7.309 2.335 -5.083
S 6.405 1.420 -6.335
O 5.225 0.824 -5.650
C 7.612 0.106 -6.536
H 6.691 3.179 -4.783
H 7.491 1.688 -4.225
H 8.249 2.693 -5.504
H 7.775 -0.384 -5.576
H 8.542 0.525 -6.918
H 7.208 -0.606 -7.252
C 1.075 -0.146 10.838
S 0.300 1.311 11.551
O 0.819 1.443 12.933
C -1.347 0.600 11.675
H 2.135 0.068 10.718
H 0.943 -0.994 11.510
H 0.630 -0.353 9.866
H -1.307 -0.299 12.290
H -1.719 0.370 10.676
H -1.990 1.341 12.145

---

Entry 5:
Here is a structure of composition C43H30IN5O2PScSe2 from the OMol25 dataset. Energies are from the ωB97M-V functional and the def2-TZVPD basis.

E_tot in hartree: -8283.815023
E_HOMO in eV: -7.044
Energy relative to the best compared isomer or geometry (same formula, charge and spin) in kcal per mole: 16.3
LUMO level in eV: 0.05

Cartesian coordinates (Å):
Sc -0.338 0.088 0.069
C -0.763 3.313 3.528
C -0.137 2.295 2.772
N -0.322 2.152 1.486
C -1.157 3.018 0.842
C -1.890 3.997 1.519
C -1.647 4.140 2.908
C -2.844 4.764 0.801
C -3.037 4.519 -0.526
C -2.269 3.549 -1.219
C -1.299 2.827 -0.568
N -0.447 1.859 -1.102
C 0.211 2.055 -2.289
C 0.106 3.100 -3.185
C 0.912 3.149 -4.349
C 1.838 2.192 -4.639
C 2.023 1.131 -3.713
C 3.001 0.125 -3.865
C 3.163 -0.828 -2.900
C 2.337 -0.781 -1.764
N 1.405 0.129 -1.600
C 1.229 1.078 -2.559
H -0.564 3.382 4.588
H 0.524 1.579 3.247
H -2.188 4.897 3.463
H -3.422 5.517 1.323
H -3.787 5.075 -1.074
H -2.461 3.372 -2.267
H -0.590 3.905 -3.012
H 0.778 3.983 -5.027
H 2.442 2.235 -5.535
H 3.629 0.130 -4.749
H 3.910 -1.604 -2.985
H 2.439 -1.509 -0.968
Se 2.050 -0.160 1.584
P 0.973 -1.683 2.660
Se -0.724 -2.330 1.526
C 2.049 -3.086 3.066
C 1.488 -4.325 3.360
C 2.301 -5.386 3.727
C 3.678 -5.218 3.799
C 4.242 -3.986 3.501
C 3.429 -2.923 3.135
C 0.466 -0.978 4.252
C -0.865 -0.674 4.506
C -1.216 -0.004 5.673
C -0.243 0.347 6.592
C 1.093 0.038 6.345
C 1.446 -0.613 5.178
H 0.416 -4.465 3.287
H 1.860 -6.349 3.951
H 4.312 -6.049 4.080
H 5.315 -3.854 3.546
H 3.874 -1.968 2.878
H -1.621 -0.925 3.774
H -2.253 0.254 5.847
H -0.517 0.868 7.501
H 1.856 0.313 7.061
H 2.491 -0.826 4.982
I 0.405 -6.272 -2.411
C -0.137 -4.301 -2.746
C -0.629 -3.888 -3.972
C -0.967 -2.553 -4.123
C -0.801 -1.695 -3.049
N -0.324 -2.093 -1.871
C -0.003 -3.374 -1.720
H -0.745 -4.588 -4.788
H -1.356 -2.179 -5.060
H -1.065 -0.647 -3.133
H 0.371 -3.662 -0.745
O -2.263 -0.437 -0.927
C -2.997 -0.047 0.011
N -2.434 0.387 1.133
C -3.440 0.759 2.019
O -3.302 1.173 3.144
C -4.766 0.523 1.319
C -6.062 0.731 1.735
C -7.076 0.420 0.830
C -6.787 -0.081 -0.438
C -5.471 -0.296 -0.844
C -4.483 0.019 0.062
H -6.279 1.120 2.720
H -8.110 0.571 1.112
H -7.601 -0.307 -1.114
H -5.238 -0.686 -1.826

---

Entry 6:
Here is the molecule C5H9NO2 in a non-equilibrium geometry from the OMol25 dataset. Energies are from the ωB97M-V functional and the def2-TZVPD basis.

E_tot in hartree: -401.125777
E_HOMO in eV: -8.656
Structure (SMILES): CC/C(N)=C\C(=O)O
Energy relative to the best compared isomer or geometry (same formula, charge and spin) in kcal per mole: 32.0
LUMO level in eV: 0.64

Cartesian coordinates (Å):
C -0.625 2.193 -1.425
C -0.955 0.755 -0.992
C 0.254 -0.175 -0.896
N 0.839 -0.539 -2.082
C 0.865 -0.393 0.285
C 0.211 -0.616 1.564
O 0.657 -0.252 2.641
O -0.984 -1.271 1.577
H -1.570 2.769 -1.517
H 0.160 2.613 -0.697
H -0.098 2.129 -2.441
H -1.630 0.279 -1.830
H -1.683 0.675 -0.097
H 1.740 -0.958 -2.072
H 0.659 0.032 -2.835
H 1.976 -0.474 0.351
H -1.304 -1.691 0.755

---

Entry 7:
Here is a structure of composition C26H29AgFN2O3 from the OMol25 dataset. Energies are from the ωB97M-V functional and the def2-TZVPD basis.

E_tot in hartree: -1590.343289
E_HOMO in eV: -3.412
Charge: -1
Energy relative to the best compared isomer or geometry (same formula, charge and spin) in kcal per mole: 0.0
LUMO level in eV: 2.19

Cartesian coordinates (Å):
Ag 0.933 1.062 0.238
C -6.887 0.699 0.688
C -6.364 -0.583 0.058
C -6.932 -1.801 0.773
C -6.490 -3.076 0.078
C -4.992 -3.098 -0.074
C -4.319 -4.294 -0.204
C -2.938 -4.305 -0.337
F -2.320 -5.504 -0.459
C -2.204 -3.154 -0.338
C -2.864 -1.930 -0.203
C -2.034 -0.692 -0.212
O -0.825 -0.787 -0.396
C -2.783 0.529 -0.019
C -4.133 0.462 0.073
N -4.892 -0.664 0.072
C -4.258 -1.896 -0.071
C -2.194 1.942 0.082
O -2.981 2.873 -0.126
O -0.974 2.037 0.378
H -7.972 0.626 0.762
H -6.656 1.586 0.101
H -6.480 0.833 1.691
H -6.694 -0.620 -0.988
H -8.021 -1.726 0.785
H -6.586 -1.792 1.811
H -6.962 -3.130 -0.909
H -6.815 -3.958 0.631
H -4.860 -5.233 -0.197
H -1.127 -3.152 -0.438
H -4.646 1.409 0.154
C 7.617 2.202 -0.762
C 6.130 2.442 -0.664
C 5.601 3.687 -0.970
C 4.218 3.875 -0.872
C 3.606 5.215 -1.199
C 3.408 2.834 -0.479
C 3.895 1.536 -0.155
C 5.305 1.396 -0.268
N 3.002 0.584 0.219
C 3.425 -0.770 0.580
C 2.172 -1.556 0.980
C 4.348 -0.790 1.814
C 4.038 -1.533 -0.609
H 8.143 3.110 -1.057
H 7.843 1.426 -1.498
H 8.026 1.869 0.195
H 6.247 4.502 -1.279
H 4.376 5.946 -1.452
H 3.033 5.603 -0.354
H 2.920 5.138 -2.045
H 2.337 3.004 -0.406
H 5.787 0.457 -0.046
H 1.677 -1.079 1.830
H 2.439 -2.577 1.266
H 1.458 -1.600 0.156
H 3.815 -0.344 2.657
H 5.269 -0.229 1.676
H 4.609 -1.819 2.078
H 3.298 -1.585 -1.410
H 4.299 -2.555 -0.315
H 4.928 -1.058 -1.015

---

The lowest E_HOMO belongs to which entry?
C38H80Cl2F2N3O17P2S7